# 1
# C4H5NO

C4H5NO in the gas phase (wB97M-V/def2-TZVPD, the OMol25 dataset).

Geometry (Å):
N 2.98 -0.67 -0.03
C 1.95 -0.16 0.08
C 0.66 0.56 0.15
C -0.48 0.12 -0.75
C -1.17 -0.50 0.46
O -0.18 0.30 1.30
H 0.92 1.62 0.00
H -1.00 1.13 -0.77
H -0.23 -0.54 -1.61
H -2.28 -0.34 0.40
H -1.11 -1.54 0.80

The value obtained for the HOMO energy is -10.88 eV. Its SMILES is N#C[C@H]1CCO1.

---

# 2
# C24H58HgP2Si4Te

C24H58HgP2Si4Te as an isolated structure (wB97M-V/def2-TZVPD, the OMol25 dataset).

Geometry (Å):
P -1.90 3.33 -3.91
P -1.56 -2.50 0.21
C -2.52 0.15 -1.16
C -2.69 -0.95 -0.22
H -2.97 0.01 -2.17
H -2.64 1.19 -0.77
H -2.79 -0.52 0.80
H -3.60 -1.46 -0.59
C -1.73 -3.33 -1.50
H -1.15 -4.27 -1.43
H -1.29 -2.68 -2.28
H -2.79 -3.57 -1.71
C -2.93 -3.41 1.07
H -3.26 -4.28 0.49
H -3.77 -2.72 1.26
H -2.48 -3.75 2.01
C -0.65 4.21 -4.83
H -0.01 4.83 -4.19
H -1.15 4.87 -5.56
H 0.03 3.54 -5.38
C -2.60 4.19 -2.45
H -3.24 3.52 -1.83
H -3.19 5.08 -2.74
H -1.78 4.51 -1.76
Hg -1.01 0.43 -3.80
C -3.70 -0.69 -4.17
C -2.65 -1.41 -4.66
C -2.09 -1.35 -6.07
C -2.16 0.08 -6.57
C -1.62 1.13 -5.60
C -2.61 2.21 -5.23
C -4.09 1.85 -4.79
C -4.52 0.39 -4.82
C 0.34 0.98 -2.23
H -4.31 -1.21 -3.41
H -2.47 -2.39 -4.20
H -2.61 -1.98 -6.82
H -1.07 -1.75 -6.03
H -1.51 0.13 -7.45
H -3.19 0.35 -6.85
H -0.72 1.60 -6.06
H -2.74 2.80 -6.15
H -4.85 2.40 -5.42
H -4.14 2.29 -3.76
H -5.43 0.45 -4.21
H -4.92 0.13 -5.81
H -0.24 0.59 -1.40
H 0.42 2.09 -2.24
H 1.29 0.48 -2.43
C 0.07 1.06 5.57
Si 1.21 -0.44 5.55
C 2.37 -0.39 7.04
C 0.21 -2.03 5.54
Si 2.40 -0.41 3.51
Te 1.20 -0.96 1.46
Si 3.68 1.57 3.40
C 4.82 1.65 4.88
C 4.65 1.50 1.78
C 2.48 3.03 3.37
Si 3.82 -2.27 3.37
C 5.08 -2.16 4.76
C 2.82 -3.86 3.57
C 4.76 -2.29 1.73
H -0.73 0.87 6.29
H -0.38 1.23 4.59
H 0.60 1.97 5.87
H 1.75 -0.55 7.93
H 3.13 -1.17 7.01
H 2.87 0.58 7.14
H -0.12 -2.29 4.53
H 0.78 -2.88 5.95
H -0.68 -1.87 6.17
H 5.51 0.81 4.93
H 5.41 2.57 4.79
H 4.27 1.70 5.83
H 3.99 1.26 0.93
H 5.08 2.50 1.61
H 5.46 0.76 1.81
H 1.76 2.93 2.55
H 1.91 3.12 4.31
H 3.06 3.95 3.22
H 4.64 -1.95 5.74
H 5.58 -3.14 4.82
H 5.85 -1.41 4.56
H 1.99 -3.92 2.86
H 3.51 -4.71 3.38
H 2.42 -3.97 4.59
H 4.11 -2.12 0.87
H 5.55 -1.53 1.71
H 5.23 -3.27 1.63

The value obtained for the HOMO energy (spin up / spin down) is -6.48 / -6.48 eV.

---

# 3
# H3N3O2

H3N3O2 in the gas phase (wB97M-V/def2-TZVPD, the OMol25 dataset).

Geometry (Å):
N 0.51 0.91 -0.79
N -0.34 -0.06 -0.43
N -0.38 -0.75 0.83
O 0.31 -0.30 1.70
O -1.17 -1.64 0.83
H 0.20 1.80 -0.40
H 1.44 0.65 -0.49
H -0.56 -0.61 -1.25

The value obtained for the HOMO energy is -10.74 eV. Its SMILES is NN[N+](=O)[O-].

---

# 4
# C9H14O2P

An isolated ion of composition C9H14O2P and charge +1 (wB97M-V/def2-TZVPD, the OMol25 dataset).

Geometry (Å):
C 2.86 -2.36 0.82
C 2.00 -2.79 -0.32
C 2.51 -1.19 1.43
C 0.89 -2.07 -0.36
C 0.31 1.54 -0.42
C -2.71 1.87 -0.92
C -0.61 -0.99 1.96
C 0.47 2.79 -0.87
C -1.72 0.98 -1.53
O 1.18 0.77 0.38
O -0.63 0.60 -0.73
P 0.86 -0.76 0.81
H 3.55 -3.02 1.24
H 2.28 -3.56 -1.05
H 2.79 -0.78 2.42
H -0.05 -2.28 -0.88
H -3.50 2.22 -1.53
H -3.26 1.42 0.00
H -2.38 2.81 -0.59
H -1.34 -1.62 1.38
H -1.17 -0.01 2.33
H -0.03 -1.53 2.82
H -0.17 3.18 -1.59
H 1.30 3.33 -0.56
H -1.36 1.45 -2.50
H -2.08 -0.03 -1.74

As for the spin multiplicity: 3. The value obtained for the HOMO energy (spin up / spin down) is -8.94 / -11.56 eV. As for the total charge: +1. As for the expectation value of S²: 2.009.

---

# 5
# C3H5ClO

C3H5ClO in the gas phase (wB97M-V/def2-TZVPD, the OMol25 dataset).

Geometry (Å):
C 1.19 -1.19 -0.06
O 1.69 0.09 0.04
C 0.91 1.09 0.01
C -0.46 1.06 0.01
Cl -1.59 -0.34 0.02
H 2.14 -1.77 -0.17
H 0.93 -1.42 0.97
H 0.47 -1.33 -0.88
H 1.33 2.01 -0.03
H -1.11 1.83 -0.27

The value obtained for the HOMO energy is -8.62 eV. Its SMILES is CO/C=C\Cl.

---

# 6
# C13H7N3O5W

C13H7N3O5W as an isolated structure (wB97M-V/def2-TZVPD, the OMol25 dataset).

Geometry (Å):
W 9.11 -13.29 -4.87
O 12.42 -16.52 -8.90
C 11.69 -15.85 -8.00
C 12.09 -14.56 -7.57
C 11.32 -13.86 -6.73
N 10.25 -14.42 -6.14
C 9.78 -15.60 -6.53
C 10.53 -16.35 -7.49
C 8.51 -16.01 -5.85
O 7.99 -17.09 -5.86
O 8.01 -14.94 -5.09
C 11.52 -12.42 -6.25
O 12.58 -11.88 -6.36
O 10.44 -11.93 -5.67
H 13.07 -15.86 -9.33
H 13.10 -14.17 -7.81
H 10.06 -17.28 -7.83
N 4.11 -9.69 -0.58
C 4.84 -10.23 -1.33
C 5.78 -10.85 -2.20
C 6.31 -10.22 -3.32
C 7.19 -10.95 -4.17
N 7.59 -12.16 -3.76
C 7.24 -12.71 -2.58
C 6.33 -12.07 -1.76
H 5.94 -9.18 -3.68
H 7.65 -10.51 -5.06
H 7.60 -13.69 -2.43
H 5.99 -12.53 -0.88

As for the spin multiplicity: 3. The value obtained for the HOMO energy (spin up / spin down) is -17.27 / -17.40 eV. As for the total charge: +2. As for the expectation value of S²: 2.017.

---

Number 1: maximum force 2.18 eV Å⁻¹. Number 2: maximum force 3.40 eV Å⁻¹. Number 3: maximum force 3.35 eV Å⁻¹. Number 4: maximum force 10.27 eV Å⁻¹. Number 5: maximum force 5.96 eV Å⁻¹. Number 6: maximum force 5.20 eV Å⁻¹.